The molecule C5H7NO at a distorted geometry. Source: the Open Molecules 2025 dataset; level of theory: ωB97M-V with the def2-TZVPD basis set.

The geometry in ORCA input format:
```
! wB97M-V def2-TZVPD RIJCOSX def2/J DEFGRID3
* xyz 0 1
N 3.08 0.73 0.76
C 2.23 0.21 0.19
C 1.10 -0.40 -0.54
C -0.21 0.26 -0.12
O -0.17 1.66 -0.15
C -1.51 -0.32 -0.55
C -1.09 -0.40 0.90
H 1.08 -1.48 -0.37
H 1.27 -0.27 -1.61
H 0.43 1.96 0.55
H -2.28 0.40 -0.82
H -1.51 -1.23 -1.14
H -0.79 -1.37 1.30
H -1.61 0.25 1.60
*
```

Output
E_tot   -324.67427 Eh
Kohn-Sham gap   0.411 Ha
SMILES   N#CCC1(O)CC1
HOMO   -10.39 eV
Energy relative to the best compared isomer or geometry (same formula, charge and spin)   31.5 kcal/mol
Lowest unoccupied orbital energy   0.0296 Ha

These are the natural (NBO) partial charges, in e, on atoms 1 to 8:
1 N -0.33
2 C 0.29
3 C -0.52
4 C 0.24
5 O -0.69
6 C -0.43
7 C -0.44
8 H 0.25


A cluster of 3 separate species, C26H23N5O5S in total. Source: the Open Molecules 2025 dataset; level of theory: ωB97M-V with the def2-TZVPD basis set.

The geometry in ORCA input format:
```
! wB97M-V def2-TZVPD RIJCOSX def2/J DEFGRID3
* xyz 0 1
N 4.40 -3.18 -1.09
C 3.23 -2.40 -1.34
C 3.19 -1.09 -0.86
C 2.06 -0.32 -1.08
C 0.98 -0.83 -1.81
C 1.03 -2.13 -2.31
C 2.15 -2.91 -2.06
N -0.06 -2.64 -3.05
C -1.35 -2.34 -2.56
C -2.34 -3.32 -2.56
C -3.61 -3.03 -2.08
C -3.92 -1.76 -1.59
C -5.32 -1.50 -1.07
C -5.47 -2.16 0.27
O -5.67 -1.57 1.30
C -2.93 -0.77 -1.57
N -3.14 0.53 -1.04
C -1.66 -1.06 -2.08
S -0.42 0.19 -2.14
H 4.44 -3.99 -1.69
H 4.45 -3.48 -0.13
H 4.03 -0.69 -0.32
H 2.00 0.69 -0.71
H 2.20 -3.93 -2.42
H 0.03 -3.64 -3.12
H -2.13 -4.31 -2.94
H -4.38 -3.79 -2.10
H -6.03 -1.93 -1.78
H -5.52 -0.43 -0.95
H -5.32 -3.26 0.27
H -3.82 0.52 -0.29
H -3.42 1.21 -1.73
O 2.88 -1.02 4.01
N 2.35 -0.79 2.94
O 2.93 -0.77 1.87
C 0.90 -0.52 2.93
C 0.22 -0.50 4.14
C -1.14 -0.23 4.12
C -1.79 0.02 2.92
C -1.09 -0.02 1.72
C 0.27 -0.29 1.72
H 0.74 -0.70 5.06
H -1.69 -0.21 5.05
H -2.85 0.24 2.91
H -1.59 0.18 0.78
H 0.83 -0.32 0.80
O 0.04 3.58 -1.51
N 0.38 3.44 -0.36
O -0.18 2.68 0.41
C 1.56 4.17 0.12
C 2.20 5.04 -0.74
C 3.31 5.73 -0.27
C 3.76 5.54 1.03
C 3.10 4.65 1.87
C 1.99 3.96 1.42
H 1.84 5.17 -1.75
H 3.82 6.42 -0.93
H 4.62 6.08 1.38
H 3.45 4.50 2.88
H 1.46 3.27 2.06
*
```

Output
E_tot   -2052.57802 Eh
Kohn-Sham gap   0.256 Ha
SMILES   Nc1ccc2c(c1)Nc1ccc(CC=O)c(N)c1S2.O=[N+]([O-])c1ccccc1.O=[N+]([O-])c1ccccc1
HOMO   -7.37 eV
Lowest unoccupied orbital energy   -0.0148 Ha

These are the natural (NBO) partial charges, in e, on atoms 1 to 8:
1 N -0.82
2 C 0.16
3 C -0.23
4 C -0.22
5 C -0.16
6 C 0.13
7 C -0.28
8 N -0.57


The molecule C3H3N3O2 at a distorted geometry. Source: the Open Molecules 2025 dataset; level of theory: ωB97M-V with the def2-TZVPD basis set.

The geometry in ORCA input format:
```
! wB97M-V def2-TZVPD RIJCOSX def2/J DEFGRID3
* xyz 0 1
O -2.61 0.39 -0.10
C -1.78 -0.41 -0.18
N -0.48 -0.08 0.53
C -0.09 1.29 0.19
N 1.11 1.58 -0.10
N 2.03 0.43 -0.12
C 1.78 -0.70 -0.07
O 0.39 -1.06 0.03
H -1.69 -1.52 -0.35
H -0.94 1.86 0.01
H 2.27 -1.77 0.17
*
```

Output
E_tot   -430.67280 Eh
Kohn-Sham gap   0.358 Ha
SMILES   O=CN1C=NN=CO1
HOMO   -9.43 eV
Energy relative to the best compared isomer or geometry (same formula, charge and spin)   155.7 kcal/mol
Lowest unoccupied orbital energy   0.0112 Ha

These are the natural (NBO) partial charges, in e, on atoms 1 to 8:
1 O -0.50
2 C 0.55
3 N -0.22
4 C 0.23
5 N -0.26
6 N -0.34
7 C 0.38
8 O -0.44


A structure of composition C14H43AlBO9P2. Source: the Open Molecules 2025 dataset; level of theory: ωB97M-V with the def2-TZVPD basis set.

The geometry in ORCA input format:
```
! wB97M-V def2-TZVPD RIJCOSX def2/J DEFGRID3
* xyz -1 1
C -3.40 3.41 3.17
O -2.69 4.13 2.19
B -2.50 3.58 0.91
O -1.37 4.09 0.28
Al -3.86 2.08 0.11
C -5.76 2.43 0.63
P -3.74 1.66 -2.27
P -1.83 0.72 -2.36
O -0.62 1.50 -2.00
O -1.94 -0.62 -1.46
O -1.67 0.07 -3.83
H -3.57 2.37 2.87
H -4.37 3.88 3.36
H -2.83 3.42 4.10
H -0.68 4.28 0.91
H -3.40 0.61 0.66
H -6.49 2.09 -0.12
H -5.97 1.88 1.55
H -5.96 3.49 0.83
H -3.33 2.85 -2.91
H -2.50 -0.46 -0.68
H -0.82 -0.38 -3.88
C -1.81 -4.17 1.94
C -1.64 -2.90 1.12
C -0.18 -2.49 1.00
O -2.42 -1.84 1.66
H -1.44 -4.01 2.96
H -2.87 -4.44 1.99
H -1.26 -5.00 1.49
H -2.05 -3.05 0.12
H 0.24 -2.28 1.99
H -0.09 -1.58 0.39
H 0.42 -3.28 0.53
H -2.10 -1.63 2.54
C 2.84 1.09 -0.29
C 3.10 0.67 -1.72
C 3.82 1.76 -2.50
O 1.90 0.29 -2.36
H 2.18 1.96 -0.27
H 2.34 0.29 0.27
H 3.77 1.35 0.23
H 3.72 -0.24 -1.73
H 3.19 2.66 -2.54
H 4.01 1.44 -3.53
H 4.77 2.03 -2.04
H 1.26 1.02 -2.35
C 6.41 1.85 1.88
C 5.32 2.71 2.50
C 5.89 3.74 3.46
O 4.35 1.90 3.15
H 6.95 1.30 2.66
H 5.98 1.13 1.19
H 7.14 2.46 1.34
H 4.77 3.22 1.71
H 6.41 3.24 4.29
H 5.09 4.35 3.88
H 6.60 4.40 2.96
H 4.79 1.41 3.86
C -2.77 -5.19 -3.62
C -2.10 -4.70 -2.35
C -0.95 -3.76 -2.64
O -1.67 -5.80 -1.54
H -2.05 -5.75 -4.23
H -3.60 -5.86 -3.38
H -3.15 -4.36 -4.21
H -2.84 -4.18 -1.73
H -0.17 -4.27 -3.21
H -0.50 -3.40 -1.71
H -1.29 -2.89 -3.20
H -1.00 -6.28 -2.05
*
```

Output
E_tot   -2186.60346 Eh
Kohn-Sham gap   0.256 Ha
HOMO   -4.59 eV
Lowest unoccupied orbital energy   0.0874 Ha

These are the natural (NBO) partial charges, in e, on atoms 1 to 8:
1 C -0.24
2 O -0.76
3 B 0.64
4 O -0.92
5 Al 0.86
6 C -1.23
7 P -0.49
8 P 2.08


A cluster of 2 separate species, C15H19B3BrF10N2O8 in total at a distorted geometry. Source: the Open Molecules 2025 dataset; level of theory: ωB97M-V with the def2-TZVPD basis set.

The geometry in ORCA input format:
```
! wB97M-V def2-TZVPD RIJCOSX def2/J DEFGRID3
* xyz -1 1
C -1.79 -1.89 3.03
B -2.18 -0.68 2.12
O -2.26 0.55 2.75
C -2.53 -0.82 0.53
C -4.08 -0.84 0.54
C -4.69 -2.21 0.82
C -4.96 -3.11 -0.41
O -4.94 -2.41 -1.63
N -1.95 -2.11 0.13
C -0.58 -1.92 -0.07
O 0.30 -2.73 0.08
C -0.36 -0.41 -0.46
F 0.16 -0.50 -1.73
B 0.85 0.14 0.48
O 0.54 0.50 1.76
N 2.21 0.15 -0.02
C 2.73 1.53 -0.15
C 3.07 -0.76 0.74
C -1.78 0.18 -0.41
Br -2.53 -0.15 -2.25
C -2.00 1.67 -0.19
F -1.49 2.09 1.00
F -3.34 1.89 -0.12
C -1.44 2.65 -1.27
F -0.38 2.14 -1.92
F -2.40 2.95 -2.17
C -0.99 4.02 -0.67
F -0.73 4.85 -1.72
F 0.14 3.90 0.05
F -1.97 4.57 0.07
H -0.74 -1.87 3.29
H -2.33 -1.75 3.96
H -2.07 -2.86 2.62
H -3.14 0.93 2.67
H -4.38 -0.22 1.38
H -4.51 -0.37 -0.33
H -5.66 -2.01 1.27
H -4.12 -2.75 1.57
H -4.23 -3.92 -0.41
H -5.92 -3.59 -0.27
H -4.18 -2.69 -2.13
H -2.43 -2.64 -0.57
H 1.19 1.11 2.12
H 3.45 1.78 0.62
H 3.13 1.68 -1.15
H 1.89 2.22 -0.02
H 4.05 -0.34 0.86
H 2.68 -0.97 1.74
H 3.18 -1.72 0.24
B 7.19 -0.01 -2.75
O 6.22 -0.11 -1.61
C 6.39 0.92 -0.81
O 5.77 1.13 0.20
C 7.51 1.79 -1.37
O 7.92 2.81 -0.87
O 7.96 1.24 -2.48
F 6.51 0.09 -3.95
F 8.03 -1.11 -2.75
*
```

Output
E_tot   -4942.07221 Eh
Kohn-Sham gap   0.290 Ha
HOMO   -6.22 eV
Energy relative to the best compared isomer or geometry (same formula, charge and spin)   0.0 kcal/mol
Lowest unoccupied orbital energy   0.0611 Ha

These are the natural (NBO) partial charges, in e, on atoms 1 to 8:
1 C -1.06
2 B 1.16
3 O -0.93
4 C -0.27
5 C -0.40
6 C -0.43
7 C -0.07
8 O -0.72


A cluster of 2 separate species, C21H25N3O4 in total at a distorted geometry. Source: the Open Molecules 2025 dataset; level of theory: ωB97M-V with the def2-TZVPD basis set.

The geometry in ORCA input format:
```
! wB97M-V def2-TZVPD RIJCOSX def2/J DEFGRID3
* xyz 0 1
C 3.79 1.06 2.80
H 3.21 2.09 2.55
O 2.82 0.18 3.15
C 3.49 -1.05 3.51
H 4.51 -0.81 4.15
C 3.95 -1.87 2.37
O 5.07 -2.30 2.33
N 3.03 -2.09 1.26
C 1.67 -1.67 1.33
H 1.34 -1.16 2.37
C 1.32 -0.86 0.17
H 0.39 -0.45 0.20
H 2.00 0.41 0.45
C 1.60 -1.38 -1.13
C 3.17 -1.77 -1.15
C 3.28 -2.86 0.23
H 4.29 -3.01 0.30
H 2.63 -3.68 0.09
H 3.22 -2.37 -2.15
H 3.73 -1.11 -0.94
H 1.65 -0.52 -1.93
O 0.80 -2.61 -1.30
C -0.52 -2.32 -1.82
C -1.12 -1.12 -1.90
C -2.29 -0.91 -2.70
C -3.19 -2.04 -2.69
C -2.51 -3.16 -2.29
C -1.26 -3.46 -2.12
H -0.74 -4.39 -1.68
H -3.16 -4.20 -2.51
H -4.15 -2.04 -3.09
C -2.98 0.47 -2.73
O -4.05 0.50 -3.48
N -2.54 1.54 -1.87
H -1.96 1.33 -1.09
C -3.33 2.58 -2.07
C -3.11 3.43 -0.70
N -2.53 2.61 0.48
C -2.29 3.21 1.51
C -2.96 4.19 1.95
C -3.96 5.02 1.15
C -3.95 4.24 -0.10
H -4.49 4.90 -0.92
H -4.33 5.95 1.42
H -2.75 4.71 2.88
H -1.73 2.86 2.18
H -2.83 3.50 -2.58
H -4.38 2.75 -2.19
H -0.49 -0.06 -2.03
H 1.00 -2.69 1.29
H 2.76 -1.69 4.01
H 4.70 1.25 3.40
H 4.19 0.82 1.64
*
```

Output
E_tot   -1279.87743 Eh
Kohn-Sham gap   0.307 Ha
HOMO   -8.61 eV
Energy relative to the best compared isomer or geometry (same formula, charge and spin)   428.2 kcal/mol
Lowest unoccupied orbital energy   -0.0097 Ha

These are the natural (NBO) partial charges, in e, on atoms 1 to 8:
1 C -0.27
2 H 0.20
3 O -0.53
4 C -0.18
5 H 0.22
6 C 0.66
7 O -0.59
8 N -0.48